Molecular formula: C5H6O
Method: DFT, the ωB97M-V functional and the def2-TZVPD basis

Computed properties:
- E_HOMO: -9.7 eV
- Orbital gap: 0.3862 Ha
- SMILES: C#C[C@@H](C)C=O
- Energy above the lowest of the compared OMol25 structures with the same formula, charge and spin: 65.5 kcal per mole
- LUMO energy: 0.028 Ha
- Max |F|: 2.2 eV/A

The geometry in XYZ format:
```
12
C5H6O, DFT the ωB97M-V functional and the def2-TZVPD basis
C 0.6649 1.0442 -2.1747
C 0.5454 0.5890 -1.0664
C -0.0826 0.0949 0.1504
C -0.3384 -1.4245 0.2157
C 0.2435 0.7340 1.4731
O 0.1369 0.1864 2.5427
H 0.4150 1.5513 -3.0733
H -0.8581 0.8577 -0.1567
H -1.1332 -1.7383 -0.4617
H 0.5658 -1.9812 -0.0696
H -0.5986 -1.7330 1.2338
H 0.4394 1.8194 1.3866
```

Results of the natural (NBO) charge analysis, in e, for atoms 1 through 6:
1. C -0.241
2. C -0.014
3. C -0.411
4. C -0.608
5. C 0.452
6. O -0.516


Molecular formula: C16H29N6O4
Method: DFT, the ωB97M-V functional and the def2-TZVPD basis

Computed properties:
- E_HOMO: -12.3 eV
- Orbital gap: 0.3758 Ha
- SMILES: N[C@@H](CCCC[NH3+])c1nnc([C@H](CC(=O)O)NC(=O)C2CCNCC2)o1
- Total charge: +1
- Energy above the lowest of the compared OMol25 structures with the same formula, charge and spin: 0.0 kcal per mole
- LUMO energy: -0.076 Ha
- Max |F|: 1.7 eV/A

The geometry in XYZ format:
```
55
C16H29N6O4, DFT the ωB97M-V functional and the def2-TZVPD basis
N -0.2075 -1.0990 2.3294
C -0.6494 -2.3630 1.7229
C -2.1081 -2.6951 2.0846
C -3.0716 -1.5106 2.2002
C -3.4204 -0.8063 0.8777
C -2.9706 0.6501 0.8482
N -1.5021 0.7477 0.7653
C -0.4428 -2.2835 0.2470
N -1.1963 -2.7499 -0.6902
N -0.5965 -2.4757 -1.8620
C 0.4952 -1.8465 -1.5912
C 1.4963 -1.3170 -2.5634
C 2.7268 -2.2303 -2.6160
C 3.4564 -2.2848 -1.2857
O 3.6515 -1.3370 -0.5693
O 3.8691 -3.5126 -1.0094
N 1.8786 0.0360 -2.1878
C 0.9905 0.8916 -1.6653
O -0.1994 0.6046 -1.5894
C 1.5767 2.1896 -1.1355
C 1.6912 2.0788 0.4057
C 0.9182 3.1883 1.1164
N -0.4676 3.2056 0.6489
C -0.5938 3.5032 -0.7947
C 0.7384 3.4099 -1.5373
O 0.6743 -1.7018 -0.2568
H -0.3477 -1.1434 3.3345
H 0.7879 -0.9722 2.1655
H -0.0273 -3.2087 2.0662
H -2.4795 -3.3947 1.3372
H -2.1004 -3.2059 3.0490
H -3.9867 -1.9092 2.6378
H -2.6780 -0.7862 2.9152
H -4.4996 -0.8221 0.7332
H -2.9809 -1.3439 0.0383
H -3.3060 1.1625 1.7526
H -3.4037 1.1570 -0.0152
H -1.1265 1.7609 0.8634
H -1.1811 0.4773 -0.1841
H -1.0446 0.0979 1.4651
H 1.0005 -1.3113 -3.5428
H 3.4255 -1.8503 -3.3656
H 2.4328 -3.2393 -2.9043
H 4.3896 -3.5508 -0.1898
H 2.8664 0.2259 -2.1129
H 2.5716 2.3136 -1.5687
H 1.3100 1.1090 0.7310
H 2.7366 2.1332 0.7058
H 0.9089 2.9943 2.1918
H 1.4189 4.1507 0.9570
H -0.9902 3.8936 1.1825
H -1.2949 2.7846 -1.2269
H -1.0034 4.5049 -0.9523
H 1.3321 4.3052 -1.3482
H 0.5325 3.3752 -2.6073
```

Results of the natural (NBO) charge analysis, in e, for atoms 1 through 6:
1. N -0.843
2. C -0.098
3. C -0.407
4. C -0.409
5. C -0.439
6. C -0.211


Molecular formula: C31H41AsCrN4O3PTe
Method: DFT, the ωB97M-V functional and the def2-TZVPD basis

Computed properties:
- E_HOMO (alpha / beta): -6.4 / -6.5 eV
- Orbital gap (alpha / beta): 0.2372 / 0.2319 Ha
- Spin multiplicity: 2
- Energy above the lowest of the compared OMol25 structures with the same formula, charge and spin: 6.5 kcal per mole
- LUMO energy (alpha / beta): 0.002 / -0.006 Ha
- <S²>: 0.818
- Max |F|: 2.3 eV/A

The geometry in XYZ format:
```
83
C31H41AsCrN4O3PTe, DFT the ωB97M-V functional and the def2-TZVPD basis
Cr -0.6003 -0.2741 0.3492
N -2.3834 0.8514 -1.7813
P -0.7554 0.4600 -2.0007
C -0.2739 1.8489 -3.1250
C -1.0429 2.1534 -4.2445
C -0.6660 3.1797 -5.0901
C 0.4795 3.9142 -4.8236
C 1.2569 3.6083 -3.7199
C 0.8835 2.5729 -2.8814
C -0.8294 -0.7571 -3.3700
C 0.3695 -0.9720 -4.0459
C 0.4259 -1.8387 -5.1187
C -0.7200 -2.5069 -5.5223
C -1.9108 -2.3078 -4.8472
C -1.9733 -1.4351 -3.7738
C -3.0371 0.9735 -0.5740
C -4.3626 1.3940 -0.5743
C -5.0376 1.5422 0.6218
C -4.3385 1.2956 1.7977
C -3.0312 0.8868 1.7161
N -2.3569 0.7074 0.5588
H -2.9558 1.0462 -2.5945
H -1.9232 1.5671 -4.4742
H -1.2568 3.3933 -5.9707
H 0.7652 4.7158 -5.4877
H 2.1579 4.1666 -3.5153
H 1.4986 2.3002 -2.0311
H 1.2610 -0.4433 -3.7258
H 1.3652 -1.9992 -5.6298
H -0.6904 -3.1893 -6.3584
H -2.7984 -2.8384 -5.1575
H -2.9133 -1.2836 -3.2581
H -4.8563 1.5766 -1.5162
H -6.0759 1.8248 0.6362
H -4.7984 1.4046 2.7659
H -2.4666 0.6716 2.6155
Te -0.1642 -1.0669 2.7260
C 0.2103 -4.9951 1.4491
C -0.8554 -4.7925 0.3828
C -0.3501 -4.0293 -0.8862
C 1.0155 -4.5441 -1.3497
C 1.5193 -3.8265 -2.5959
C -1.4472 -4.3245 -1.9000
O -1.3920 -5.1879 -2.7430
N -2.5828 -3.5854 -1.7036
C -2.7059 -2.4281 -0.9151
O -3.7876 -1.8912 -0.7806
N -1.5504 -1.9268 -0.4440
C -0.3790 -2.5571 -0.5782
O 0.6144 -1.8353 -0.3309
H -0.2598 -5.3691 2.3550
H 0.6942 -4.0518 1.6973
H 0.9477 -5.7207 1.1165
H -1.6880 -4.2243 0.8045
H -1.2406 -5.7644 0.0600
H 0.9158 -5.6112 -1.5628
H 1.7373 -4.4044 -0.5455
H 0.8584 -4.0188 -3.4373
H 2.5180 -4.1714 -2.8504
H 1.5743 -2.7529 -2.4249
H -3.4084 -3.8534 -2.2246
C 3.0292 0.6958 1.6512
C 2.3358 1.9314 1.0838
As 0.3755 1.7333 1.2015
C -0.2828 3.3399 0.2443
C 0.6831 4.4942 0.0099
C 0.1364 2.3223 3.0976
C 0.2093 3.8176 3.3938
H 4.1132 0.7705 1.5647
H 2.7037 -0.2011 1.1118
H 2.7715 0.5628 2.7054
H 2.6079 2.0423 0.0273
H 2.6514 2.8341 1.6252
H -1.1595 3.6950 0.8007
H -0.6611 2.9871 -0.7252
H 1.0841 4.8725 0.9496
H 0.1680 5.3146 -0.4924
H 1.5166 4.1880 -0.6226
H 0.8982 1.7910 3.6862
H -0.8363 1.9528 3.4417
H 1.1639 4.2403 3.0781
H 0.1140 3.9771 4.4684
H -0.6004 4.3604 2.9040
```

Results of the Mulliken charge analysis, in e, for atoms 1 through 6:
1. Cr -0.931
2. N 0.257
3. P 1.027
4. C 0.715
5. C -0.760
6. C -0.683